[1]
The following is a quantum chemistry calculation of a cluster of 5 separate species, C25H39B3F12O13S in total, from the Open Molecules 2025 dataset.

Values from the calculation:
HOMO energy = -8.204 eV
HOMO-LUMO gap = 8.51 eV
SMILES = CCSCB1OBOB(CCCCOC(C)=O)O1.CCOC(=O)C(F)(F)F.CCOC(=O)C(F)(F)F.CCOC(=O)C(F)(F)F.CCOC(=O)C(F)(F)F

CARTESIAN COORDINATES (ANGSTROEM)
C1 -2.55671 1.14215 -0.96136
C2 -3.63144 2.08717 -1.55687
S1 -3.35316 2.46348 -3.30191
C3 -3.31535 0.79022 -4.01985
B1 -1.94671 0.46169 -4.72750
O1 -1.85796 -0.52929 -5.69608
B2 -0.53066 -0.67253 -6.09843
O2 0.13280 0.47905 -6.49050
B3 0.03343 1.46185 -5.50750
C4 0.76098 2.83842 -5.59903
C5 1.10960 3.54663 -4.27608
C6 2.34241 2.97008 -3.58068
C7 2.11665 1.63580 -2.88434
O3 0.96554 1.65647 -2.00578
C8 1.29211 1.87268 -0.71432
C9 0.61181 0.98499 0.27991
O4 2.10204 2.69961 -0.39215
O5 -0.77997 1.14820 -4.41156
H1 -2.20879 1.49554 0.01392
H2 -2.94444 0.12319 -0.85617
H3 -1.69948 1.09115 -1.64196
H4 -4.63228 1.67180 -1.41395
H5 -3.56966 3.06011 -1.05786
H6 -3.47731 0.06967 -3.21221
H7 -4.11719 0.69515 -4.75957
H8 0.01829 -1.72246 -6.00922
H9 0.06477 3.49197 -6.15260
H10 1.64751 2.73622 -6.23761
H11 1.34103 4.59049 -4.52766
H12 0.24418 3.58296 -3.60654
H13 2.67595 3.67518 -2.80702
H14 3.17634 2.87869 -4.28856
H15 2.99828 1.34175 -2.30468
H16 1.95672 0.83922 -3.62441
H17 -0.45716 0.85641 0.09370
H18 1.09866 0.00409 0.29294
H19 0.73387 1.41619 1.27608
C10 5.34695 2.14157 0.89874
C11 6.60454 2.34755 0.08777
O6 7.29437 1.09829 -0.14199
C12 6.80378 0.33458 -1.10375
O7 5.86227 0.56317 -1.80511
C13 7.66674 -0.93760 -1.24232
F1 7.92016 -1.48624 -0.05022
F2 8.83686 -0.63252 -1.81860
F3 7.05041 -1.84038 -1.99722
H20 5.57301 1.63571 1.83855
H21 4.87768 3.09964 1.11679
H22 4.62699 1.53153 0.35557
H23 7.31714 2.97160 0.62258
H24 6.39210 2.82504 -0.86830
C14 -0.78316 3.55062 6.42834
C15 -0.45155 4.65310 5.44719
O8 -0.69273 4.23555 4.08733
C16 -1.95041 4.27332 3.67875
O9 -2.90779 4.62433 4.30208
C17 -2.02227 3.81229 2.20858
F4 -1.30413 2.69816 2.02526
F5 -1.53448 4.76253 1.40344
F6 -3.27874 3.56560 1.85196
H25 -0.22977 2.64348 6.18270
H26 -0.52010 3.86044 7.43916
H27 -1.84577 3.31155 6.40669
H28 0.60784 4.89655 5.48253
H29 -1.01436 5.56290 5.65337
C18 0.55786 -4.52830 2.16721
C19 -0.71314 -3.83090 2.59864
O10 -0.52418 -3.13023 3.84927
C20 0.07847 -1.95683 3.77064
O11 0.47800 -1.41035 2.78501
C21 0.16776 -1.32411 5.17576
F7 0.59995 -2.20513 6.08152
F8 -1.04225 -0.89190 5.55682
F9 0.99779 -0.28609 5.16867
H30 0.90992 -5.19638 2.95396
H31 0.37740 -5.11006 1.26547
H32 1.34960 -3.80852 1.96172
H33 -1.50446 -4.55277 2.78947
H34 -1.07017 -3.13491 1.84186
C22 -5.81749 -7.53214 1.24720
C23 -5.41471 -6.08293 1.40318
O12 -4.05350 -5.86398 0.97111
C24 -3.86847 -5.76078 -0.33692
O13 -4.69673 -5.82075 -1.19455
C25 -2.37590 -5.49605 -0.62075
F10 -1.59290 -6.32312 0.08386
F11 -2.06744 -4.23727 -0.26956
F12 -2.09982 -5.65377 -1.90665
H35 -5.12062 -8.18051 1.77908
H36 -6.81780 -7.68519 1.65040
H37 -5.81927 -7.82935 0.19928
H38 -5.42814 -5.78773 2.44992
H39 -6.08006 -5.41623 0.85591


[2]
The following is a quantum chemistry calculation of the ion C13H27N2O3 with charge +1, from the Open Molecules 2025 dataset.

Values from the calculation:
HOMO energy = -12.333 eV
energy above the lowest of the compared OMol25 structures with the same formula, charge and spin = 1.3 kcal/mol
HOMO-LUMO gap = 9.39 eV
SMILES = CC(=O)NCCCC[NH2+]CCCCCOC(C)=O
net charge = +1

CARTESIAN COORDINATES (ANGSTROEM)
C1 5.93900 -1.85439 -0.08539
C2 5.21269 -0.59543 0.30802
O1 5.12388 -0.19859 1.45881
N1 4.60015 0.09065 -0.74036
C3 4.31964 1.52266 -0.55263
C4 3.22495 1.79292 0.48774
C5 1.99932 0.86823 0.36555
C6 0.70764 1.55081 -0.10633
N2 -0.32640 1.58197 0.98980
C7 -1.67056 2.14895 0.60411
C8 -2.79617 1.34787 1.25112
C9 -3.15839 0.04786 0.52637
C10 -3.78262 0.26177 -0.85140
C11 -4.10153 -1.03417 -1.58698
O2 -5.04124 -1.81071 -0.85244
C12 -4.59665 -2.75699 0.02046
C13 -3.53334 -3.70363 -0.47258
O3 -5.09819 -2.84201 1.10733
H1 5.39941 -2.40464 -0.85739
H2 6.92087 -1.58472 -0.48482
H3 6.07987 -2.47365 0.79949
H4 5.05675 -0.09824 -1.62316
H5 4.01719 1.91087 -1.52945
H6 5.22839 2.05489 -0.25350
H7 3.66529 1.67249 1.47639
H8 2.92716 2.84487 0.40192
H9 2.22318 0.03711 -0.30341
H10 1.81677 0.41687 1.34863
H11 0.23641 1.04079 -0.94705
H12 0.87801 2.59199 -0.38458
H13 0.05415 2.13374 1.75834
H14 -0.44473 0.63352 1.35023
H15 -1.71545 2.14136 -0.48394
H16 -1.69194 3.18720 0.93581
H17 -3.67725 1.98688 1.34973
H18 -2.49237 1.11023 2.28012
H19 -2.28000 -0.60918 0.44003
H20 -3.87466 -0.48351 1.15989
H21 -3.11519 0.83818 -1.50701
H22 -4.70431 0.84169 -0.75044
H23 -4.57054 -0.79858 -2.54481
H24 -3.18645 -1.59487 -1.80057
H25 -3.46120 -3.73862 -1.55846
H26 -2.56289 -3.38483 -0.07642
H27 -3.74866 -4.68963 -0.06675


[3]
The following is a quantum chemistry calculation of a structure of composition C18H40P2PtSi at a distorted geometry, from the Open Molecules 2025 dataset.

Values from the calculation:
HOMO energy (alpha / beta) = -10.944 / -13.845 eV
energy above the lowest of the compared OMol25 structures with the same formula, charge and spin = 86.2 kcal/mol
HOMO-LUMO gap (alpha / beta) = 3.23 / 3.28 eV
⟨S²⟩ = 6.032
net charge = +2
multiplicity = 5

CARTESIAN COORDINATES (ANGSTROEM)
P1 -1.38535 -2.50820 -0.54224
P2 0.28742 0.97187 -2.48162
C1 -1.37155 -1.39751 -1.99926
C2 -0.04556 -0.85020 -2.57164
H1 -2.07610 -0.58221 -1.75153
H2 -1.82093 -2.03525 -2.78972
H3 0.86009 -1.42299 -2.29910
H4 -0.11436 -0.87301 -3.67047
C3 -1.17421 1.47938 -3.44281
H5 -1.20085 2.55671 -3.60986
H6 -2.10628 1.15143 -2.98654
H7 -1.05717 0.97704 -4.40725
C4 1.36634 1.75434 -3.85036
H8 0.84671 1.56654 -4.80873
H9 2.39229 1.39755 -4.00180
H10 1.39532 2.85338 -3.72598
C5 -2.91213 -3.49639 -0.75589
H11 -3.36125 -3.78413 0.20072
H12 -2.77132 -4.43759 -1.31203
H13 -3.67001 -2.90393 -1.28257
C6 0.19857 -3.49129 -0.52386
H14 1.01349 -2.79699 -0.78569
H15 0.16349 -4.38406 -1.15400
H16 0.35447 -3.80080 0.52669
Pt1 -1.05405 -1.80446 1.29413
C7 1.10239 3.76647 -1.17380
C8 0.09919 2.81306 -1.35969
C9 -0.16926 1.84013 -0.13877
C10 1.02676 1.12671 0.54252
C11 2.16489 0.65743 -0.26247
C12 2.70474 1.22813 -1.31118
C13 3.31181 2.57271 -1.21519
C14 2.39161 3.60152 -0.50424
C15 -0.41646 -3.28641 2.73924
H17 0.76085 4.79162 -1.32868
H18 -0.84067 3.30154 -1.67595
H19 -0.86826 1.02541 -0.41049
H20 -0.78515 2.36079 0.61496
H21 1.40032 1.68315 1.41945
H22 0.53717 0.18662 0.92369
H23 2.42316 -0.39469 -0.04839
H24 3.12226 0.59841 -2.10328
H25 3.61292 2.95935 -2.20232
H26 4.20928 2.46204 -0.61112
H27 2.30716 3.39493 0.56852
H28 2.87959 4.56570 -0.62836
H29 0.02565 -2.96979 3.70088
H30 0.37287 -3.92193 2.33084
H31 -1.26277 -3.94992 2.99391
C16 0.80383 -0.32316 3.61488
Si1 -1.06512 -0.62882 3.39572
C17 -1.47979 -1.62008 4.99923
C18 -2.29745 0.84769 3.22933
H32 1.36206 -1.25814 3.70767
H33 1.02595 0.28540 4.50320
H34 1.25781 0.21028 2.77668
H35 -2.35658 -1.23219 5.53076
H36 -1.69294 -2.67408 4.81446
H37 -0.65847 -1.60917 5.73172
H38 -2.37410 1.50198 4.11705
H39 -2.08019 1.50831 2.37293
H40 -3.31208 0.43978 3.07766


[4]
The following is a quantum chemistry calculation of the ion C2H10BrN4 with charge +1 at a distorted geometry, from the Open Molecules 2025 dataset.

Values from the calculation:
HOMO energy = -13.350 eV
energy above the lowest of the compared OMol25 structures with the same formula, charge and spin = 26.5 kcal/mol
HOMO-LUMO gap = 9.71 eV
SMILES = CN([NH3+])[C@H](N)NBr
net charge = +1

CARTESIAN COORDINATES (ANGSTROEM)
C1 -1.58586 0.53411 -0.69142
C2 0.52999 -0.65270 -0.14466
N1 0.25483 -1.99128 -0.34447
N2 1.58363 -0.38479 0.83395
N3 -0.55271 0.26518 0.35147
N4 -0.06867 1.51434 0.84415
Br1 3.36507 -0.29899 -0.00140
H1 -2.17548 -0.45199 -0.77766
H2 -2.25627 1.27384 -0.28955
H3 -1.04891 0.71173 -1.70038
H4 0.75262 -0.27529 -1.23115
H5 -0.50079 -2.37567 0.13257
H6 0.13237 -2.33301 -1.38698
H7 1.71152 -1.02700 1.54455
H8 0.79773 1.54351 1.30277
H9 -0.89627 1.75923 1.46597
H10 -0.04278 2.18878 0.09225


[5]
The following is a quantum chemistry calculation of a structure of composition C14H25NO4P2STl at a distorted geometry, from the Open Molecules 2025 dataset.

Values from the calculation:
HOMO energy = -11.373 eV
HOMO-LUMO gap = 7.97 eV
net charge = +1

CARTESIAN COORDINATES (ANGSTROEM)
Tl1 0.41815 -1.28593 -0.97341
H1 0.93784 0.52720 -0.44661
H2 0.87806 0.14984 0.33568
P1 0.74028 -0.08637 -3.09734
P2 0.70213 -2.69990 1.20390
C1 -0.90957 -3.18968 1.80560
H3 -0.70525 -3.90562 2.60272
H4 -1.48441 -2.34167 2.20664
H5 -1.49759 -3.67539 1.02036
C2 1.56406 -4.12437 0.63067
H6 2.55398 -3.84114 0.26654
H7 1.64007 -4.76390 1.50426
H8 1.00880 -4.61522 -0.16913
C3 1.58760 -1.95916 2.54534
H9 1.05976 -1.10767 2.98619
H10 1.68497 -2.74637 3.29094
H11 2.58260 -1.63445 2.22733
C4 1.46280 -1.37187 -4.11147
H12 1.59848 -0.91781 -5.09200
H13 2.43145 -1.69666 -3.71286
H14 0.80971 -2.24692 -4.18895
C5 -0.81066 0.36033 -3.80897
H15 -1.28983 1.16734 -3.24384
H16 -0.58088 0.71140 -4.81748
H17 -1.50716 -0.48285 -3.86623
C6 1.81533 1.29126 -3.09643
H18 2.79532 1.04583 -2.67151
H19 1.93443 1.57540 -4.14473
H20 1.38932 2.12674 -2.53279
C7 -1.49678 -0.86776 -0.69338
O1 -2.61403 -0.72225 -0.55911
H21 0.26512 -2.77943 -1.76339
O2 -2.36219 1.53207 4.74063
S1 -2.69900 1.56538 3.34956
O3 -4.07694 1.52952 2.96058
N1 -1.97122 0.39729 2.66304
C8 -1.11147 0.76005 1.76513
O4 -0.62257 -0.39805 1.25970
C9 -0.81876 2.13048 1.50052
C10 0.08912 2.78489 0.64741
C11 0.11510 4.18557 0.66933
C12 -0.74578 4.91151 1.51577
C13 -1.64817 4.19995 2.36577
C14 -1.67685 2.80569 2.35193
H22 0.77180 2.22716 0.00163
H23 0.81021 4.71074 0.02927
H24 -0.71056 5.99656 1.51916
H25 -2.30684 4.76826 3.02405


[6]
The following is a quantum chemistry calculation of a cluster of 3 separate species, H6O3 in total at a distorted geometry, from the Open Molecules 2025 dataset.

Values from the calculation:
HOMO energy = -10.832 eV
energy above the lowest of the compared OMol25 structures with the same formula, charge and spin = 12.3 kcal/mol
HOMO-LUMO gap = 11.27 eV
SMILES = O.O.O

CARTESIAN COORDINATES (ANGSTROEM)
O1 -22.88800 -0.89100 18.47800
H1 -23.00100 -1.16000 19.39100
H2 -22.63700 -1.72800 18.07900
O2 -20.53800 -2.42800 21.69300
H3 -20.56900 -2.03800 20.84600
H4 -20.07600 -1.79600 22.25400
O3 -22.97700 -1.38000 21.15100
H5 -22.88100 -0.57200 21.54900
H6 -22.23800 -1.83600 21.53600